Computed, not measured: a structure of composition C24H45NP2SiTi at a distorted geometry, with ωB97M-V/def2-TZVPD.

Values from the calculation:
Highest occupied orbital energy (alpha / beta) = -4.2 / -5.0 eV
2S+1 = 3
Molecular weight = 485.53 g/mol
Frontier orbital gap (alpha / beta) = 0.152 / 0.181 Ha

Geometry (Å):
H (2.02108, -0.40370, -3.80720)
H (1.61212, 0.02849, 3.29845)
C (-0.37544, -0.36156, -6.42302)
P (0.33133, 2.16589, -5.05432)
C (-2.65741, 2.24605, 3.29594)
C (-1.83324, 0.50318, -3.34936)
H (0.28944, 1.48718, -7.35167)
H (-1.43407, 0.23316, -4.35678)
H (-1.61511, 3.47932, -4.57432)
C (-1.47443, 2.27026, 2.56538)
Si (1.54324, 1.87819, 1.65890)
C (-3.63824, 0.74504, 1.65516)
H (2.59200, 4.00999, 1.85883)
H (-1.39933, -3.69805, -4.89374)
H (-2.34386, -2.45129, -5.79169)
H (1.23140, -2.07924, -2.32723)
H (-0.13241, -0.93112, -7.33832)
C (1.56043, 3.38998, -5.51174)
H (-0.97288, -3.30023, -6.59703)
H (3.58209, 1.85126, 0.07525)
N (-0.06452, 1.31180, 0.82007)
H (-2.07858, 2.02528, -5.50376)
C (-2.44479, 0.78085, 0.91255)
H (-4.67607, 1.46635, 3.43127)
C (0.87435, -1.45922, 0.66397)
Ti (1.19797, 0.34131, -0.25163)
C (1.36849, 1.26819, -2.63854)
H (1.46639, -2.73875, -6.39045)
H (-2.38535, 0.27185, -0.05734)
H (2.50374, 1.46662, 3.82698)
H (1.26453, 3.87898, -6.45391)
H (-0.92718, -2.86027, -3.01695)
C (-0.77995, -1.78485, -3.16492)
H (-2.70604, 2.83384, 4.20691)
C (1.61850, 3.69072, 1.48480)
H (-0.20553, -1.32343, 0.97186)
H (1.91259, 1.26355, -1.53476)
H (1.64653, 4.15616, -4.73207)
H (1.51961, -1.73109, 1.51354)
C (-3.74260, 1.47385, 2.85125)
H (1.79211, -2.92572, -4.65978)
C (0.51224, -1.27289, -2.56943)
H (-1.28337, 3.41041, -6.32873)
H (1.58246, 0.62708, -6.52651)
C (0.52066, 0.91116, -6.43340)
H (-1.42956, -0.06807, -6.51621)
H (-2.15220, -0.80287, -1.57230)
H (-4.50995, 0.16468, 1.31350)
H (0.28524, 3.24434, -2.87821)
C (1.11027, -0.10825, -3.26006)
C (-1.35606, -2.90776, -5.64991)
H (-2.92806, -1.37617, -3.03920)
H (3.71540, 0.84447, 1.56714)
H (2.98866, 0.09553, 0.14601)
C (0.15422, 2.16463, -3.15891)
H (-0.61825, 2.85791, 2.87959)
C (-1.32573, 2.82379, -5.40525)
H (-1.77340, 2.34502, -2.11319)
C (-1.97086, -0.91118, -2.67112)
C (-1.31707, 1.47590, 1.40593)
C (-1.19289, 1.68410, -2.80171)
C (1.46665, -2.22070, -5.42664)
H (0.71780, 1.42012, 3.90594)
H (0.82863, 4.17459, 2.05696)
C (1.59038, 1.12138, 3.32729)
H (-2.85364, 0.80748, -3.62325)
H (0.43983, 0.12899, -4.12537)
H (0.93184, -2.18417, -0.17742)
H (2.54783, 2.91996, -5.65966)
H (2.20445, -1.41244, -5.50082)
P (-0.21380, -1.64285, -5.11660)
H (1.52641, 3.99976, 0.43898)
C (3.05732, 1.11055, 0.69652)
H (2.28470, 1.66360, -3.14404)


Computed, not measured: a structure of composition C10H8BNNaO3 at a distorted geometry, with ωB97M-V/def2-TZVPD.

Values from the calculation:
Highest occupied orbital energy = -12.4 eV
Total charge = +1
Molecular weight = 223.98 g/mol
Frontier orbital gap = 0.278 Ha

Geometry (Å):
C (0.39539, -2.41536, -1.63851)
O (-0.63906, -1.22514, -3.35889)
H (1.79434, -3.03378, -0.15136)
H (-2.83283, 2.30486, -0.48306)
O (2.44714, -0.59069, 0.47462)
H (1.13725, -0.62479, 2.88205)
C (-0.32476, -1.25678, -2.17372)
H (-1.28497, 2.63586, 1.38561)
C (1.20761, -2.24885, -0.60158)
C (-0.63837, -0.14951, -1.21470)
C (-1.74678, 0.67488, -1.31907)
C (-1.07437, 1.85225, 0.67386)
O (1.98264, 2.18766, 1.99711)
H (-2.48963, 0.58665, -2.10539)
H (-0.06458, 0.26571, 3.43584)
N (0.92828, 0.31832, 3.21066)
C (-1.95968, 1.68010, -0.38179)
Na (-2.57971, -0.85083, -3.75742)
H (0.27088, -3.39161, -2.08080)
H (2.72699, 1.90630, 2.54667)
C (0.04366, 1.02694, 0.79960)
C (1.40194, -0.89457, -0.02850)
C (0.25092, 0.02291, -0.14595)
B (1.04769, 1.21948, 2.03473)


Computed, not measured: a structure of composition C6H7CuLiO3 at a distorted geometry, with ωB97M-V/def2-TZVPD.

Values from the calculation:
Highest occupied orbital energy = -10.8 eV
Total charge = +1
Energy above the lowest of the compared OMol25 structures with the same formula, charge and spin = 321.4 kJ/mol
Molecular weight = 197.61 g/mol
Frontier orbital gap = 0.140 Ha

Geometry (Å):
C (-0.87898, 1.23234, 0.65751)
C (-1.44626, -1.35664, 0.55023)
C (-1.21046, -0.15063, 0.62191)
H (0.81525, 2.49703, 1.12552)
C (1.58359, 1.19490, -0.69782)
H (-2.20380, -3.36796, 0.81326)
O (1.03423, 2.52281, -1.30056)
C (-1.45182, -2.73709, 0.31468)
H (1.36984, 0.97101, 1.37251)
C (0.84180, 1.54103, 0.58846)
H (2.67538, 1.38955, -0.57585)
Li (0.68742, -1.57771, -0.92104)
O (1.27903, 0.05144, -1.25349)
H (-1.26791, 1.73667, -0.23968)
H (0.58803, 3.24369, -0.85288)
Cu (-0.51114, -5.63799, -1.30298)
O (-0.61230, -3.25454, -0.45958)
H (-1.29191, 1.70209, 1.55981)


Q: molecular weight of number 1 (C24H45NP2SiTi)?
A: 485.53 g/mol


Q: Among the records above, which one has the highest molecular weight?
A: C24H45NP2SiTi


Q: Which formula does entry 3 have?
A: C6H7CuLiO3


Repeat the second record exactly.
Computed, not measured: a structure of composition C10H8BNNaO3 at a distorted geometry, with ωB97M-V/def2-TZVPD.

Values from the calculation:
Highest occupied orbital energy = -12.4 eV
Total charge = +1
Molecular weight = 223.98 g/mol
Frontier orbital gap = 0.278 Ha

Geometry (Å):
C (0.39539, -2.41536, -1.63851)
O (-0.63906, -1.22514, -3.35889)
H (1.79434, -3.03378, -0.15136)
H (-2.83283, 2.30486, -0.48306)
O (2.44714, -0.59069, 0.47462)
H (1.13725, -0.62479, 2.88205)
C (-0.32476, -1.25678, -2.17372)
H (-1.28497, 2.63586, 1.38561)
C (1.20761, -2.24885, -0.60158)
C (-0.63837, -0.14951, -1.21470)
C (-1.74678, 0.67488, -1.31907)
C (-1.07437, 1.85225, 0.67386)
O (1.98264, 2.18766, 1.99711)
H (-2.48963, 0.58665, -2.10539)
H (-0.06458, 0.26571, 3.43584)
N (0.92828, 0.31832, 3.21066)
C (-1.95968, 1.68010, -0.38179)
Na (-2.57971, -0.85083, -3.75742)
H (0.27088, -3.39161, -2.08080)
H (2.72699, 1.90630, 2.54667)
C (0.04366, 1.02694, 0.79960)
C (1.40194, -0.89457, -0.02850)
C (0.25092, 0.02291, -0.14595)
B (1.04769, 1.21948, 2.03473)